No. 1
{
  "formula": "C6H12N2O4",
  "method": "ωB97M-V with the def2-TZVPD basis set",
  "species": ["O", "O", "O", "O", "N", "N", "C", "C", "C", "C", "C", "C", "H", "H", "H", "H", "H", "H", "H", "H", "H", "H", "H", "H"],
  "coordinates": [[3.19636, -1.40968, 0.23515], [1.64328, -1.21470, -1.28826], [-1.17587, 2.10842, -0.46311], [-3.62445, -1.21591, 0.29748], [-1.29379, -0.49846, 1.28858], [0.80379, 1.12777, -0.70276], [-0.52409, 1.08231, -0.39312], [2.33623, -0.74420, -0.32647], [-2.75508, -0.24256, -0.55271], [1.65881, 0.84468, 1.60680], [-1.31278, -0.28056, -0.10966], [1.95485, 0.62833, 0.11933], [-2.91834, -0.12336, -1.63824], [2.62540, 0.62040, 2.06291], [-3.18187, 0.60078, -0.14266], [2.85259, 1.20295, -0.12363], [1.05194, 2.02528, -1.01630], [-2.07051, 0.13960, 1.71362], [-4.32514, -1.62260, -0.18360], [1.10207, -0.49200, -1.52514], [-0.71492, -1.12925, -0.46202], [-1.68902, -1.46801, 1.36262], [1.25781, 1.91264, 1.72366], [0.97787, 0.05528, 1.81300]],
  "forces_ev_per_angstrom": [[-0.713, 1.095, -0.540], [-0.051, -2.390, -1.726], [0.053, -0.268, 0.030], [2.583, 0.917, -1.011], [-2.069, -0.063, 2.780], [1.761, -1.206, 0.139], [-2.645, -0.119, -0.152], [2.441, -1.611, 3.571], [-1.397, -1.116, 0.017], [1.010, 0.502, -1.240], [1.558, 0.126, -0.516], [-0.636, 1.129, -0.155], [-0.183, -1.093, 0.354], [-0.327, 0.453, 0.656], [-0.341, 2.480, 0.548], [-0.342, 0.435, -0.356], [-0.162, 1.414, -0.509], [1.856, -1.508, -0.645], [-0.557, -0.293, -1.035], [-1.682, 1.499, -1.267], [-0.296, 0.196, -0.767], [0.422, 1.289, 0.558], [0.675, -1.748, 0.245], [-0.960, -0.121, 1.021]],
  "de_lowest_kcal_mol": 54.8,
  "e_tot_ha": -646.24911,
  "orbital_gap_ev": 10.5,
  "lumo_energy_ev": 0.497,
  "homo_ev": -9.97,
  "smiles": "C[C@H](NC(=O)[C@@H](N)CO)C(=O)O"
}

---

No. 2
{
  "formula": "C33H49F5NO20P2",
  "method": "ωB97M-V with the def2-TZVPD basis set",
  "species": ["P", "P", "F", "F", "F", "F", "F", "O", "O", "O", "O", "O", "O", "O", "O", "O", "O", "O", "O", "O", "O", "O", "O", "O", "O", "O", "O", "N", "C", "C", "C", "C", "C", "C", "C", "C", "C", "C", "C", "C", "C", "C", "C", "C", "C", "C", "C", "C", "C", "C", "C", "C", "C", "C", "C", "C", "C", "C", "C", "C", "C", "H", "H", "H", "H", "H", "H", "H", "H", "H", "H", "H", "H", "H", "H", "H", "H", "H", "H", "H", "H", "H", "H", "H", "H", "H", "H", "H", "H", "H", "H", "H", "H", "H", "H", "H", "H", "H", "H", "H", "H", "H", "H", "H", "H", "H", "H", "H", "H", "H"],
  "coordinates": [[0.48046, -1.74620, 0.84198], [-0.32597, -0.00650, 2.12364], [3.42607, -4.12756, -5.98185], [-0.58066, 10.47800, -0.00729], [0.96534, 4.47127, -3.27497], [0.65310, -9.41452, 3.91182], [-9.01067, 3.00799, -1.91922], [1.23693, -4.42111, -1.81086], [-0.55078, -7.50342, 3.95122], [4.12273, 1.88264, -1.04114], [3.28975, 7.55874, -1.08081], [2.13116, 5.79027, -0.31556], [-4.60137, 2.64240, -1.51066], [-5.87433, 2.92985, -3.34867], [0.20571, 1.54767, 1.74622], [-2.26650, -6.08133, 3.56572], [-2.58481, -8.31207, 3.48429], [-6.83098, 2.95863, -1.32599], [4.73433, -2.99951, -2.99010], [4.94449, -2.65182, -5.19323], [-2.85371, 6.66275, 0.11716], [6.00660, -1.30033, -3.73279], [-0.43846, -0.29384, 3.78360], [1.19644, -3.15390, -0.14549], [2.35783, 6.09111, -2.51825], [-1.83075, 8.65052, 0.44303], [-1.08571, 7.26319, -1.14414], [0.56565, -3.63749, -1.18793], [-1.84729, -7.17770, 3.65410], [-2.75136, 0.10092, -1.36611], [2.75173, -0.88525, 3.90169], [0.69151, -0.56299, -0.62093], [-5.00572, -0.24903, 1.64462], [-2.01349, 7.44124, -0.16673], [-0.54877, 9.12332, 0.07181], [1.31129, 4.78857, -0.95238], [3.83205, -3.90557, -3.64318], [4.72242, 2.51439, 0.05103], [2.65414, 6.57516, -1.28176], [-4.40838, 0.16875, 0.45798], [3.06316, -0.22150, -1.49349], [-1.69583, -9.42787, 3.52887], [4.39246, -3.94640, -5.04617], [-7.28483, 2.99672, -3.55902], [2.80560, -0.52181, 2.40445], [-3.23592, -0.41422, -0.03011], [-4.42462, -1.30937, 2.32594], [-7.77937, 3.49629, -2.22024], [-0.34746, 8.48186, -1.28048], [4.33362, 0.46373, -1.01997], [1.88750, 0.37217, -0.68982], [-5.65280, 2.82236, -2.01019], [-2.59956, -1.44549, 0.69576], [0.40876, -4.42640, 2.12568], [2.34045, -1.59792, 1.42517], [-0.52581, -8.86738, 4.30512], [1.90032, 4.75222, -2.33625], [5.29745, -2.22360, -3.94492], [-3.26319, -1.88351, 1.84652], [-1.35504, -2.14096, 0.19549], [0.14084, -2.93576, 2.33337], [-4.90215, 0.96851, -0.07275], [2.20089, 0.85218, 0.22760], [-1.40607, -2.00656, -0.87675], [3.03235, -1.65784, 0.58693], [-3.53358, -0.09947, -2.10213], [4.54725, 0.18841, 0.01243], [4.26081, 2.26071, 1.00879], [-7.52204, 3.66616, -4.38198], [-1.86225, -0.38224, -1.74215], [2.55072, -2.54827, 1.92085], [0.64950, -2.63369, 3.24581], [0.10025, -4.93142, 3.04323], [-0.19473, 0.07092, -0.56679], [2.82123, -3.49699, -3.61660], [3.83490, -4.87321, -3.15013], [-0.61509, -8.96170, 5.38926], [-2.16639, -10.27846, 4.01576], [-1.40418, -9.70635, 2.51510], [5.79272, 2.29448, 0.10398], [-0.20449, -4.86346, 1.34384], [1.96210, -0.36711, 4.43401], [2.44310, 0.49548, 2.26202], [-2.86128, -2.71426, 2.40863], [5.19422, 0.25792, -1.65736], [4.64366, 3.59625, -0.04298], [1.56488, 1.22155, -1.30013], [0.59397, -1.06014, -1.58632], [3.68425, -0.58989, 4.38386], [-1.55110, -3.20086, 0.35514], [0.27415, 5.12235, -0.94571], [-0.78240, 9.07961, -2.08246], [-4.88743, -1.67504, 3.23070], [-7.67089, 2.00041, -3.77968], [-0.57675, 2.09435, 1.69709], [2.68530, -1.95905, 4.04318], [2.74492, 4.06897, -2.44427], [-7.79525, 4.58315, -2.11950], [2.94875, 0.02825, -2.54715], [0.69789, 8.28769, -1.50404], [5.17574, -4.69134, -5.20032], [-2.62957, 1.17640, -1.37548], [3.11486, -1.29293, -1.33018], [-0.30790, 0.49351, 4.32132], [-5.90881, 0.24010, 1.97496], [-0.92346, -2.86996, 2.54931], [1.38613, 3.82996, -0.44188], [1.46007, -4.66626, 1.99631], [3.88391, -0.41823, 2.22492], [0.18156, 8.82706, 0.82616]],
  "forces_ev_per_angstrom": [[1.360, -0.021, 1.327], [-3.703, 0.283, -1.106], [0.063, 0.026, -0.028], [-0.045, -0.039, 0.033], [0.096, 0.115, -0.035], [-0.021, 0.037, 0.032], [0.043, 0.024, 0.024], [0.087, -0.120, -0.079], [-0.224, -0.098, 0.281], [-0.160, 0.252, -0.115], [-0.097, 0.199, -0.005], [-0.056, -0.029, -0.232], [0.011, 0.212, -0.097], [-0.170, 0.051, 0.088], [1.544, -0.060, 0.789], [-0.091, 0.088, 0.010], [0.167, -0.055, 0.071], [0.071, 0.293, -0.142], [0.070, -0.042, -0.477], [0.232, -0.254, 0.126], [-0.122, -0.036, 0.000], [0.127, 0.181, -0.044], [1.221, 0.207, 0.101], [-0.077, -0.540, -0.733], [0.178, -0.154, 0.294], [0.256, -0.219, 0.086], [0.038, 0.146, 0.143], [0.192, 0.187, 0.205], [0.038, 0.014, -0.169], [-0.474, -0.353, -0.165], [0.197, 0.337, -0.059], [-0.267, 0.745, 0.435], [0.529, -0.085, -0.490], [-0.059, 0.042, -0.098], [-0.224, 0.177, -0.117], [-0.049, -0.309, 0.428], [-0.143, -0.214, 0.240], [0.367, 0.390, 0.164], [0.014, -0.087, 0.040], [-0.142, -0.341, 0.563], [0.255, 0.933, 0.868], [-0.203, -0.178, 0.008], [-0.271, 0.223, 0.036], [0.024, 0.069, -0.259], [1.158, -0.090, 0.399], [-0.005, 0.090, -0.001], [-0.209, 0.310, -0.046], [-0.046, -0.307, 0.098], [0.273, -0.100, -0.191], [-0.001, 0.110, -0.136], [-0.182, 0.065, -1.469], [0.046, -0.105, -0.035], [-0.415, 0.376, -0.030], [-0.155, 0.004, 0.772], [-0.171, -0.448, 0.003], [0.151, 0.100, -0.287], [-0.211, -0.054, -0.243], [-0.172, 0.097, 0.304], [0.040, -0.233, 0.131], [-0.803, 0.194, -0.050], [-0.360, -0.255, -0.392], [0.232, 0.004, -0.199], [-0.003, -0.436, 0.405], [0.490, -0.182, -0.252], [-0.140, 0.307, -0.215], [-0.064, 0.012, -0.122], [0.068, -0.296, 0.089], [-0.098, -0.303, 0.043], [0.187, 0.049, 0.000], [0.239, 0.030, 0.063], [-0.104, -0.173, 0.070], [0.191, 0.361, -0.076], [-0.006, -0.121, 0.095], [-0.188, 0.023, 0.141], [0.012, -0.037, -0.099], [0.075, 0.103, 0.154], [0.123, -0.076, 0.010], [-0.144, 0.118, 0.043], [0.155, 0.039, 0.025], [0.113, -0.138, 0.078], [0.142, 0.000, -0.366], [-0.297, -0.285, 0.052], [-0.482, -0.087, -0.172], [0.120, -0.096, -0.010], [0.130, -0.239, 0.054], [-0.173, 0.117, -0.290], [-0.121, 0.214, 0.082], [-0.003, -0.354, 0.024], [0.110, 0.122, 0.048], [0.373, -0.198, 0.094], [-0.007, 0.023, -0.223], [-0.043, 0.128, 0.111], [0.040, -0.154, 0.131], [-0.086, -0.005, 0.133], [-0.264, -0.116, -0.039], [-0.286, -0.159, 0.067], [-0.077, -0.082, -0.097], [-0.138, 0.001, 0.029], [-0.187, -0.349, -0.219], [-0.041, -0.171, 0.004], [-0.057, -0.048, -0.119], [0.241, 0.205, 0.146], [0.192, -0.168, -0.278], [0.025, 0.101, -0.049], [-0.132, -0.028, 0.185], [-0.052, 0.254, 0.137], [0.199, 0.115, 0.153], [0.119, 0.026, -0.388], [0.065, 0.083, -0.234], [0.036, 0.116, 0.016]],
  "total_charge": -1,
  "e_tot_ha": -4028.38157,
  "orbital_gap_ev": 4.9,
  "lumo_energy_ev": 2.054,
  "homo_ev": -2.89
}